[1]
# C17H21BrN4STl

A molecular structure, C17H21BrN4STl (the ωB97M-V functional and the def2-TZVPD basis, OMol25).

Positions of all 45 atoms, in Å:
Tl: -2.297 -1.007 2.099
Br: 4.883 -3.009 4.348
C: 3.375 -2.653 3.271
C: 2.303 -1.943 3.787
C: 1.206 -1.691 2.985
C: 1.157 -2.140 1.665
C: 2.256 -2.845 1.161
C: 3.354 -3.102 1.957
N: -0.021 -1.831 0.945
C: -0.161 -2.145 -0.282
C: -1.348 -1.853 -1.087
C: -1.343 -2.274 -2.415
C: -2.442 -2.016 -3.219
C: -3.509 -1.328 -2.667
C: -3.436 -0.948 -1.334
N: -2.392 -1.200 -0.554
H: 2.331 -1.602 4.812
H: 0.362 -1.134 3.375
H: 2.272 -3.214 0.146
H: 4.191 -3.659 1.557
H: 0.621 -2.665 -0.832
H: -0.480 -2.799 -2.802
H: -2.456 -2.344 -4.249
H: -4.383 -1.094 -3.257
H: -4.259 -0.413 -0.874
C: 2.494 2.965 -0.398
C: 2.002 1.527 -0.238
N: 0.901 1.402 0.709
C: -0.375 1.745 0.482
S: -1.461 1.757 1.792
N: -0.732 2.065 -0.767
C: -2.063 2.517 -1.160
C: -2.224 4.028 -1.051
H: 3.326 3.001 -1.100
H: 2.835 3.357 0.560
H: 1.705 3.621 -0.767
H: 2.811 0.899 0.130
H: 1.687 1.114 -1.200
H: 1.132 1.296 1.684
H: -0.001 2.196 -1.448
H: -2.776 2.026 -0.506
H: -2.230 2.185 -2.186
H: -2.151 4.340 -0.010
H: -3.202 4.321 -1.431
H: -1.461 4.548 -1.632

Forces on the atoms, in the same order (eV/Å):
Tl -0.1 0.1 0.1
Br -0.1 0.0 0.0
C 0.1 0.0 0.0
C 0.1 0.0 0.2
C -0.1 0.0 -0.3
C 0.4 0.0 0.3
C -0.3 0.1 -0.1
C 0.0 0.0 0.0
N -0.4 0.0 -0.6
C 0.4 0.0 0.5
C -0.4 0.0 -0.4
C 0.1 0.0 0.2
C 0.0 0.1 0.1
C 0.1 -0.1 -0.2
C -0.1 0.1 0.1
N 0.3 -0.1 0.0
H 0.0 0.0 0.0
H 0.0 0.0 0.1
H 0.0 0.0 0.0
H 0.0 0.0 0.0
H 0.1 0.0 0.0
H 0.0 0.0 0.0
H 0.0 0.0 0.0
H 0.0 0.0 0.1
H 0.0 0.0 0.0
C 0.0 -0.1 0.0
C 0.0 0.2 0.0
N 0.1 0.1 -0.1
C 0.1 -0.1 -0.1
S -0.2 -0.1 0.1
N 0.0 0.0 0.1
C -0.1 0.2 0.0
C 0.0 -0.1 0.0
H 0.0 0.0 0.0
H 0.0 0.0 0.0
H 0.0 0.0 0.0
H 0.0 -0.1 0.0
H 0.1 -0.1 0.0
H 0.0 -0.1 0.0
H 0.0 0.0 0.0
H 0.0 -0.1 0.0
H 0.0 -0.1 0.0
H 0.0 0.0 0.0
H 0.0 0.0 0.0
H 0.0 0.0 0.0

## Properties
**Energy above the lowest of the compared OMol25 structures with the same formula, charge and spin**: 0.0 kcal/mol
**Kohn-Sham gap**: 7.5134 eV
**Energy**: -109497.434 eV
**Charge**: +1
**LUMO**: -0.1420 Eh
**Spin multiplicity**: 1

Atomic partial charges in e from the natural (NBO) method, atoms 1 to 4: Tl 0.7591; Br 0.1096; C -0.0745; C -0.2288


[2]
# H10Si4

A molecular structure, H10Si4 (the ωB97M-V functional and the def2-TZVPD basis, OMol25).

Positions of all 14 atoms, in Å:
Si: 1.785 -1.362 -0.119
Si: -2.054 -0.581 -1.298
Si: 0.079 2.039 1.167
Si: -0.321 -0.200 0.369
H: 2.918 -1.403 0.770
H: 1.779 -2.662 -0.631
H: 2.370 -0.459 -1.265
H: -3.064 -1.359 -0.597
H: -1.376 -1.412 -2.242
H: -2.443 0.709 -1.830
H: 0.622 1.923 2.474
H: 1.262 2.285 0.170
H: -0.644 3.256 1.054
H: -0.912 -0.772 1.978

Forces on the atoms, in the same order (eV/Å):
Si -0.3 1.9 -1.0
Si 1.1 0.5 1.4
Si 0.1 1.6 -0.5
Si 0.2 -3.3 0.7
H 0.3 0.2 1.0
H -0.1 -1.8 -0.9
H -0.7 -0.6 0.8
H -0.5 0.0 0.1
H 0.4 -0.5 -0.8
H -0.4 0.3 -0.2
H 0.4 -0.4 1.1
H -0.9 -0.8 0.3
H -0.7 1.5 0.1
H 1.0 1.2 -2.0

## Properties
**<S²>**: 2.01
**Kohn-Sham gap (alpha / beta)**: 5.1383 / 5.7101 eV
**Energy**: -31664.380 eV
**LUMO (alpha / beta)**: 0.0118 / -0.1497 Eh
**Spin multiplicity**: 3

Atomic partial charges in e from the natural (NBO) method, atoms 1 to 4: Si 0.3468; Si 0.5191; Si 0.5061; Si -0.0436